1.
Entry from the Open Molecules 2025 dataset: a structure of composition C25H29IrN2S2Se (ωB97M-V with the def2-TZVPD basis set).

Geometry as XYZ:
```
60
Properties=species:S:1:pos:R:3:forces:R:3
Ir 1.04129 1.18760 0.27647 0.0 0.3 0.3
C 1.10688 3.20388 -1.77048 0.0 0.0 0.0
N 1.02445 1.70529 -1.73397 0.0 0.1 0.0
C -0.30041 1.25523 -2.23599 0.0 0.0 0.0
C -1.39485 1.66133 -1.25557 0.0 0.0 0.0
N -1.11344 1.18636 0.14108 0.0 0.2 0.1
C -1.74724 -0.14854 0.32650 0.1 0.0 -0.1
C -1.68341 2.08017 1.16890 0.0 -0.1 0.0
C -3.00935 2.47597 1.09505 0.0 0.0 0.0
C -3.56034 3.25024 2.10512 0.0 0.0 0.0
C -2.78553 3.60655 3.19946 0.0 0.0 0.0
C -1.45979 3.21087 3.27008 0.0 0.0 0.0
C -0.89472 2.45224 2.24983 0.0 0.0 0.0
S 0.84799 2.09391 2.29857 -0.1 -0.1 -0.2
C 2.20080 1.19410 -2.44392 0.0 0.0 0.0
C 2.18358 0.95757 -3.80857 0.0 0.0 0.0
C 3.35540 0.57729 -4.44409 0.0 0.0 0.0
C 4.53270 0.46188 -3.71432 0.0 0.0 0.0
C 4.54361 0.70341 -2.35149 0.0 0.0 0.0
C 3.37221 1.06999 -1.69262 0.0 0.0 0.0
S 3.35198 1.32021 0.05722 0.0 0.1 0.0
H 0.90835 3.54474 -2.78842 0.0 0.0 0.0
H 2.10771 3.49875 -1.46868 0.0 0.0 0.0
H 0.39015 3.64423 -1.08115 0.0 0.0 0.0
H -0.25190 0.17445 -2.36834 0.0 0.0 0.0
H -0.51892 1.71794 -3.20234 0.0 0.0 0.0
H -2.33996 1.23983 -1.60464 0.0 0.0 0.0
H -1.51285 2.74246 -1.23472 0.0 0.0 0.0
H -2.83193 -0.04729 0.27532 0.0 0.0 0.0
H -1.46043 -0.55607 1.29239 0.0 0.0 0.0
H -1.40698 -0.81585 -0.46109 0.0 0.0 0.1
H -3.62127 2.18347 0.24997 0.0 0.0 0.0
H -4.59182 3.56722 2.03805 0.0 0.0 0.0
H -3.21118 4.20064 3.99654 0.0 0.0 0.0
H -0.84519 3.50272 4.11209 0.0 0.0 0.0
H 1.26967 1.06313 -4.37853 0.0 0.0 0.0
H 3.34875 0.37361 -5.50582 0.0 0.0 0.0
H 5.44809 0.16824 -4.20984 0.0 0.0 0.0
H 5.45667 0.59077 -1.78134 0.0 0.0 0.0
C -2.16340 -4.92530 2.67604 0.0 0.0 0.0
C -1.22244 -3.99335 1.96624 0.0 0.0 0.0
C -1.19447 -3.92028 0.57741 0.0 0.0 0.0
C -0.33497 -3.05990 -0.09100 0.0 0.0 0.0
C -0.32229 -3.04065 -1.59696 0.0 -0.1 0.0
C 0.51173 -2.24457 0.67039 0.1 0.1 0.0
Se 1.66828 -1.03069 -0.26394 0.1 -0.5 -0.1
C 0.56435 -2.34113 2.06580 0.0 -0.1 0.0
C 1.59327 -1.64079 2.90966 0.0 0.0 0.0
C -0.32990 -3.20869 2.68499 0.0 0.0 0.0
H -2.89080 -5.35460 1.98932 0.0 0.0 0.0
H -2.70277 -4.40629 3.46873 0.0 0.0 0.0
H -1.61353 -5.74592 3.13971 0.0 0.0 0.0
H -1.85956 -4.55135 -0.00136 0.0 0.0 0.0
H -1.05767 -3.73755 -1.99547 0.0 0.0 0.0
H 0.65683 -3.33030 -1.98401 0.0 0.0 0.0
H -0.54648 -2.05314 -2.00937 0.0 0.0 0.0
H 1.91572 -0.68898 2.49801 0.0 0.0 0.0
H 2.47623 -2.27830 2.99702 0.0 0.0 0.0
H 1.21380 -1.46281 3.91508 0.0 0.0 0.0
H -0.31071 -3.28392 3.76704 0.0 0.0 0.0
```
Forces are in eV/Å.

Values from the calculation:
- Charge: +1
- ⟨S²⟩: 0.762
- Kohn-Sham gap (spin up / spin down): 6.6 / 5.7 eV
- Highest occupied orbital energy (spin up / spin down): -10.63 / -10.75 eV
- LUMO energy (spin up / spin down): -3.99 / -5.09 eV
- Spin multiplicity: 2

Results of the Löwdin charge analysis, in e, for atoms 1 through 4:
1 Ir 0.667
2 C -0.024
3 N -0.339
4 C -0.161

2.
Entry from the Open Molecules 2025 dataset: a structure of composition C25H29IrN7O5S at a distorted geometry (ωB97M-V with the def2-TZVPD basis set).

Geometry as XYZ:
```
68
Properties=species:S:1:pos:R:3:forces:R:3
Ir 0.41637 1.74314 -0.00790 2.7 3.2 -0.5
O 1.94097 7.83354 -0.95460 0.1 0.4 0.0
C 1.56397 6.57974 -0.82580 -0.3 -0.8 0.1
C 0.24347 6.18644 -0.54360 0.2 -0.1 -0.1
C -0.03563 4.84684 -0.39560 -1.3 -0.2 0.4
N 0.89027 3.90544 -0.52980 -1.1 -1.4 0.9
C 2.12887 4.26664 -0.82480 1.9 -1.2 -0.2
C 2.53047 5.56854 -0.97980 -0.6 0.3 0.1
C 3.13427 3.06354 -0.99680 -0.4 4.7 -0.3
O 4.24527 3.34334 -1.35520 0.3 -1.0 0.0
O 2.60187 1.95814 -0.73420 -2.3 -3.9 1.1
C -1.45433 4.30094 -0.04160 1.7 4.0 -0.4
O -2.32963 5.11604 0.11410 -0.3 -0.8 0.0
O -1.50453 3.04544 0.03550 0.4 -4.6 0.5
H 1.21967 8.46724 -0.82280 0.1 -0.1 0.0
H -0.54913 6.91424 -0.44620 -0.2 -0.1 0.1
H 3.55577 5.81344 -1.20920 0.1 -0.2 -0.1
C 2.87867 1.86244 2.70780 0.1 0.0 0.0
C 1.45507 2.05484 3.06080 0.7 -0.2 -0.1
N 0.41947 1.89264 2.24520 0.5 -0.1 -1.6
C -0.71183 2.14134 2.97410 -0.6 0.2 0.4
C -0.35473 2.45194 4.24770 -0.5 -0.1 -0.4
N 1.00987 2.38914 4.28430 0.0 -0.1 -0.4
H 2.95107 1.51504 1.67890 0.1 0.0 0.0
H 3.33947 1.13004 3.36930 0.0 -0.1 0.0
H 3.43257 2.79534 2.81420 0.0 0.0 -0.1
H -1.68463 2.09774 2.52980 -0.2 0.1 0.0
H -0.95393 2.70424 5.09610 -0.1 0.1 0.2
H 1.58277 2.57134 5.09570 0.1 -0.1 -0.1
C -3.61253 -1.76186 -2.31130 0.3 0.3 -0.3
C -2.69533 -1.53366 -1.10050 -0.7 -0.8 1.0
C -2.12823 -2.87176 -0.61400 0.1 0.2 0.0
C -3.47623 -0.85016 0.01680 0.2 0.0 -0.2
N -1.55353 -0.70836 -1.50350 -0.1 2.2 -0.4
N -1.47433 0.65224 -1.27340 -0.8 -1.8 -0.4
H -4.49893 -2.30346 -1.99190 0.0 -0.1 0.1
H -3.11993 -2.34246 -3.08830 0.1 -0.1 -0.1
H -3.93683 -0.81706 -2.74060 -0.1 0.1 0.0
H -2.94203 -3.55336 -0.38830 -0.1 -0.1 0.0
H -1.54053 -2.72916 0.28830 0.0 0.0 0.1
H -1.49393 -3.33006 -1.36990 0.1 -0.1 -0.1
H -4.21553 -1.54356 0.40770 0.0 0.0 0.0
H -4.01793 0.01714 -0.35780 -0.1 0.1 0.1
H -2.82203 -0.56426 0.83860 0.0 0.0 0.2
H -1.08783 -1.01976 -2.34720 0.3 0.1 -0.1
H -2.18413 0.93914 -0.59440 0.1 0.1 0.0
H -1.57853 1.22804 -2.11310 0.4 0.0 0.0
S 2.50917 -4.68696 -0.97000 -0.2 0.1 0.3
C 1.95047 -3.04316 -0.62160 0.1 -0.5 -0.1
C 2.25397 -2.03886 -1.53940 -0.1 0.2 0.3
C 1.80607 -0.75646 -1.29260 0.4 0.1 -0.7
N 1.11377 -0.43456 -0.20110 -1.0 1.7 0.8
C 0.86687 -1.38046 0.70250 -0.1 -0.5 0.6
C 1.25117 -2.69586 0.53280 0.1 0.4 -0.1
C 1.01047 -5.61686 -0.61300 0.3 0.2 -0.3
C 0.34817 -6.12836 -1.71940 -0.1 -0.1 0.0
C -0.81893 -6.85036 -1.49860 0.7 0.3 -0.3
N -1.28963 -7.03096 -0.29010 -1.5 -0.8 0.3
C -0.66403 -6.57826 0.76940 0.7 0.4 0.0
C 0.52467 -5.86346 0.66140 0.0 -0.1 0.1
H 2.82817 -2.25816 -2.42520 0.0 0.0 -0.1
H 2.02157 0.04264 -1.98780 0.0 0.1 0.0
H 0.35737 -1.07376 1.60510 -0.1 0.1 0.0
H 1.03457 -3.42146 1.29710 -0.1 0.0 0.1
H 0.73667 -5.99076 -2.71470 0.1 0.1 -0.1
H -1.37493 -7.29396 -2.31180 0.0 0.0 -0.1
H -1.10743 -6.80416 1.72840 0.0 0.0 0.1
H 1.05807 -5.56186 1.54610 0.1 0.1 0.1
```
Forces are in eV/Å.

Values from the calculation:
- Charge: +2
- ⟨S²⟩: 1.156
- Kohn-Sham gap (spin up / spin down): 5.9 / 4.9 eV
- Highest occupied orbital energy (spin up / spin down): -14.12 / -14.12 eV
- LUMO energy (spin up / spin down): -8.18 / -9.23 eV
- Spin multiplicity: 2

Results of the Löwdin charge analysis, in e, for atoms 1 through 4:
1 Ir 1.475
2 O 0.150
3 C -0.260
4 C 0.100

3.
Entry from the Open Molecules 2025 dataset: the molecule C25H29N3O3 (ωB97M-V with the def2-TZVPD basis set).

Geometry as XYZ:
```
60
Properties=species:S:1:pos:R:3:forces:R:3
C -0.02766 5.99410 -0.23137 0.0 0.0 -0.1
C 0.87785 5.08620 -1.00825 0.0 0.0 0.0
C 0.50664 3.77776 -1.28134 0.1 0.1 0.0
C 1.32480 2.93213 -2.01888 -0.1 0.0 -0.1
C 2.54105 3.41149 -2.48464 0.0 0.0 0.0
C 2.92287 4.71563 -2.22177 0.1 0.1 0.0
C 2.09773 5.54811 -1.48841 0.0 0.0 0.0
H 2.40011 6.56585 -1.28591 0.0 0.1 0.0
H 3.86941 5.08437 -2.59034 0.1 0.0 0.0
H 3.18885 2.76361 -3.05790 0.1 -0.1 -0.1
C 0.91059 1.50939 -2.25860 0.1 0.0 0.3
H -0.16479 1.45543 -2.43588 0.0 0.0 -0.1
H 1.42780 1.09870 -3.12773 0.0 0.0 0.0
C 1.24791 0.65332 -1.03273 -0.2 0.1 -0.1
N 0.92770 -0.74119 -1.30534 0.0 0.1 0.0
C -0.48831 -0.94008 -1.41206 0.2 0.1 -0.5
O -1.29485 -0.31533 -0.75062 -0.2 0.3 0.3
N -0.84330 -1.82996 -2.35409 -0.1 -0.1 -0.1
C -2.22865 -2.22121 -2.50964 -0.3 -0.3 0.2
H -2.82264 -1.67377 -1.77780 0.0 -0.1 -0.1
C -2.34553 -3.73299 -2.29217 -0.2 0.3 0.1
H -3.35885 -4.07765 -2.50332 0.0 0.1 0.0
O -1.49427 -4.43523 -3.17492 -0.1 -0.1 -0.2
C -0.15043 -4.07441 -2.95136 0.3 0.2 -0.1
H 0.44937 -4.67080 -3.64123 0.0 0.1 0.1
C 0.05184 -2.57498 -3.20753 0.2 -0.5 -0.1
H 1.07881 -2.26742 -3.02217 -0.1 0.0 -0.1
H -0.21060 -2.35740 -4.25114 0.1 0.0 0.0
H 0.12533 -4.31050 -1.91389 0.0 0.0 -0.1
H -2.07566 -3.96511 -1.25367 -0.1 0.0 -0.1
H -2.55883 -1.96414 -3.52328 0.0 0.0 0.1
C 1.53372 -1.68026 -0.35702 0.0 -0.2 0.1
C 0.86793 -1.59580 0.98890 0.4 0.3 0.1
C 1.19721 -0.68206 1.92819 0.0 -0.5 -0.3
C 0.44098 -0.52362 3.12922 -0.4 -0.1 0.3
C 0.76588 0.42451 4.10659 -0.1 -0.1 0.0
C -0.01235 0.54901 5.23136 0.1 0.1 0.1
C -1.13018 -0.26518 5.40184 0.1 -0.1 -0.2
C -1.48709 -1.21145 4.46211 0.0 0.0 0.0
C -0.68824 -1.34307 3.31290 0.4 0.6 0.3
N -0.97506 -2.27410 2.35166 -0.4 -0.2 0.0
C -0.27496 -2.47911 1.18987 -0.1 -0.1 0.3
O -0.61146 -3.37164 0.42450 0.0 -0.1 -0.2
H -1.78911 -2.86305 2.47607 0.2 0.0 -0.1
C -2.69496 -2.08010 4.65493 0.1 0.1 0.0
H -3.18865 -1.83505 5.59139 -0.1 0.0 0.0
H -3.41006 -1.93349 3.84507 -0.1 -0.1 0.0
H -2.41662 -3.13412 4.68357 -0.1 -0.1 0.0
H -1.73369 -0.15325 6.29080 -0.1 0.0 0.1
H 0.23504 1.27871 5.98712 0.0 0.1 0.1
H 1.63117 1.05323 3.95921 0.1 0.1 0.0
H 2.05231 -0.03551 1.78316 0.1 0.1 -0.1
H 1.40616 -2.69197 -0.74896 0.1 0.1 0.1
H 2.59892 -1.44645 -0.29102 -0.1 0.0 0.0
H 2.32079 0.71684 -0.83277 0.0 0.0 0.0
H 0.70107 1.03823 -0.16075 0.1 0.0 0.0
H -0.43981 3.40372 -0.91620 -0.1 0.0 0.1
H -0.72327 5.42096 0.37676 -0.1 0.0 0.1
H 0.54713 6.65467 0.41458 0.0 0.1 0.1
H -0.60711 6.61549 -0.91511 -0.1 0.1 0.0
```
Forces are in eV/Å.

Values from the calculation:
- Charge: 0
- SMILES: Cc1cccc(CCN(Cc2cc3cccc(C)c3[nH]c2=O)C(=O)N2CCOCC2)c1
- Kohn-Sham gap: 8.6 eV
- Highest occupied orbital energy: -8.31 eV
- LUMO energy: 0.24 eV
- Spin multiplicity: 1

Results of the Löwdin charge analysis, in e, for atoms 1 through 4:
1 C -0.053
2 C -0.276
3 C 0.000
4 C -0.233